# 1
A molecular structure, C29H32F6N3O8PS3Si2W. Source: the OMol25 dataset; level of theory: ωB97M-V with the def2-TZVPD basis set.

```
85
Properties=species:S:1:pos:R:3:mulliken_charge:R:1
W 0.303 0.272 0.351 1.620
O 3.307 -5.696 -1.173 -0.525
C 2.302 -5.797 -0.179 -0.741
C 1.761 -4.419 0.073 -0.121
C 0.487 -4.184 0.372 -1.167
C -0.005 -2.827 0.788 1.945
N 0.859 -1.698 0.306 0.450
C 2.204 -2.033 0.095 0.433
C 2.662 -3.293 0.017 -0.592
C 3.067 -0.898 -0.171 0.056
C 4.428 -0.990 -0.362 -0.879
C 5.139 0.133 -0.768 0.119
C 6.630 0.048 -0.981 -0.781
O 7.258 -0.802 -0.054 -0.499
C 4.436 1.296 -1.012 -1.362
C 3.071 1.329 -0.785 0.681
N 2.388 0.279 -0.293 0.407
H 3.669 -6.569 -1.349 0.318
H 2.718 -6.195 0.755 0.298
H 1.487 -6.456 -0.496 0.401
H -0.239 -4.986 0.424 0.547
H -1.002 -2.754 0.311 -1.406
H 3.702 -3.480 -0.193 0.570
H 4.950 -1.920 -0.207 0.763
H 7.067 1.052 -0.987 0.392
H 6.811 -0.393 -1.965 0.280
H 7.253 -0.386 0.815 0.322
H 4.927 2.190 -1.374 0.411
H 2.856 3.077 -1.506 0.305
C -1.072 -2.312 -2.148 -1.437
Si -1.526 -1.154 -0.742 1.793
C -0.298 -2.867 2.291 -1.582
C -3.266 -1.397 -0.273 1.055
C -3.899 -2.640 -0.480 -1.105
C -5.252 -2.777 -0.273 -0.920
C -5.995 -1.662 0.103 -0.753
C -5.376 -0.448 0.320 -0.414
C -3.992 -0.288 0.171 -0.438
Si -3.446 1.518 0.656 1.058
C -4.131 1.216 2.447 -0.879
C -3.805 2.277 -1.023 -1.213
H -1.598 -3.260 -2.050 0.540
H -0.005 -2.501 -2.220 0.247
H -1.400 -1.854 -3.082 0.443
H -0.806 -3.808 2.503 0.559
H -0.946 -2.054 2.608 0.154
H 0.626 -2.839 2.865 0.362
H -3.333 -3.503 -0.805 0.295
H -5.736 -3.733 -0.417 0.445
H -7.065 -1.751 0.239 0.433
H -5.989 0.390 0.630 0.377
H -5.060 1.769 2.610 0.296
H -2.566 1.003 3.623 0.319
H -4.355 0.162 2.612 0.538
H -4.680 2.928 -0.969 0.469
H -3.993 1.538 -1.795 0.314
H -2.966 2.911 -1.314 0.243
O -3.108 3.328 1.293 -0.530
S -1.724 3.078 1.845 0.287
O -3.212 1.694 3.434 -0.582
O -1.609 1.558 0.995 -0.845
C -0.726 4.110 0.771 0.010
C -1.326 5.196 0.155 -0.279
C -0.520 6.143 -0.466 -0.940
C 0.859 6.015 -0.447 -0.722
C 1.457 4.908 0.146 -0.589
C 0.656 3.960 0.749 0.088
S 1.226 2.477 1.565 1.446
O 2.657 2.476 1.805 -0.772
O 0.411 2.577 2.793 -0.764
O 2.328 2.391 -1.080 -0.009
H -2.401 5.298 0.169 0.600
H -0.975 6.999 -0.944 0.445
H 1.475 6.784 -0.893 0.441
H 2.532 4.807 0.185 0.752
F -0.156 1.732 -1.209 -0.660
P -0.299 1.155 -2.867 1.528
F -1.688 0.423 -2.300 -0.289
F -0.479 0.479 -4.260 -0.342
F -1.121 2.449 -3.189 -0.392
F 0.513 -0.140 -2.264 -0.255
F 1.074 1.842 -3.217 -0.378
S 0.651 -0.326 4.987 -0.262
C 0.529 -0.126 3.444 1.060
N 0.404 -0.047 2.256 -0.488
```

For the gap between HOMO and LUMO (alpha / beta), the calculation gives 0.2185 / 0.2362 hartree. As for the net charge: +1. Its HOMO energy (alpha / beta) is -10.6 / -10.8 eV. The spin multiplicity is 2. The LUMO energy (alpha / beta) comes out at -4.66 / -4.36 eV.

***

# 2
A molecular structure, C29H32FeNO. Source: the OMol25 dataset; level of theory: ωB97M-V with the def2-TZVPD basis set.

```
64
Properties=species:S:1:pos:R:3:mulliken_charge:R:1
O 1.320 1.873 -0.299 -0.562
C 1.161 1.304 -1.599 2.698
C -0.230 1.742 -2.001 -1.409
C -1.176 2.178 -1.066 -0.002
C -2.448 2.619 -1.473 -0.984
C -2.803 2.596 -2.825 -0.460
C -1.886 2.124 -3.766 -1.007
C -0.602 1.715 -3.359 0.334
C 2.258 1.985 -2.387 0.204
C 3.586 1.593 -2.111 -0.358
C 4.674 2.378 -2.522 -0.966
C 4.411 3.567 -3.250 -0.256
C 3.104 3.976 -3.499 -1.113
C 2.031 3.193 -3.045 -0.562
C 1.172 -0.301 -1.546 -0.694
C -0.029 -1.013 -2.165 -0.519
C -0.116 -2.414 -1.546 -0.499
C 1.101 -2.531 -0.633 -0.779
N 1.314 -1.143 -0.103 -0.152
H 2.232 1.780 0.027 0.552
H -0.912 2.222 0.003 0.438
H -3.142 2.971 -0.713 0.397
H -3.788 2.926 -3.138 0.370
H -2.158 2.062 -4.836 0.333
H 0.118 1.367 -4.112 0.448
H 3.781 0.663 -1.551 0.120
H 5.707 2.041 -2.287 0.298
H 5.265 4.141 -3.607 0.343
H 2.885 4.896 -4.055 0.333
H 1.018 3.548 -3.223 0.258
H 2.096 -0.621 -2.126 0.631
H -0.939 -0.447 -1.977 0.060
H 0.083 -1.011 -3.267 0.533
H -1.079 -2.524 -1.000 0.176
H -0.040 -3.245 -2.259 0.425
H 0.927 -3.101 0.266 0.644
H 1.999 -2.828 -1.172 0.435
H 2.272 -0.934 0.162 0.480
C 0.238 0.390 1.554 -0.627
C 0.798 -1.000 1.457 1.012
C -0.280 -1.995 1.875 1.234
C -0.275 -3.232 2.682 -1.386
C -1.601 -3.769 2.550 -0.424
C -2.402 -2.886 1.738 -1.148
C -1.611 -1.767 1.356 -0.474
Fe -1.642 -1.919 3.306 -0.574
C -3.039 -0.646 4.038 -0.927
C -1.723 -0.128 4.335 -0.604
C -0.979 -1.138 5.044 -0.892
C -1.841 -2.287 5.213 -0.828
C -3.114 -1.985 4.585 -0.692
H 0.820 1.167 2.070 0.126
H 0.066 0.785 0.502 -0.379
H -0.830 0.544 1.836 0.164
H 1.767 -1.084 2.060 0.316
H 0.619 -3.734 3.093 0.382
H -1.951 -4.714 2.934 0.505
H -3.425 -3.020 1.428 0.517
H -1.825 -0.986 0.630 1.110
H -3.864 -0.068 3.629 0.442
H -1.421 0.905 4.221 0.592
H -0.013 -0.971 5.510 0.437
H -1.645 -3.186 5.789 0.454
H -3.991 -2.622 4.626 0.474
```

For the gap between HOMO and LUMO (alpha / beta), the calculation gives 0.0864 / 0.2190 hartree. As for the net charge: -1. Its HOMO energy (alpha / beta) is 0.0 / -3.7 eV. The spin multiplicity is 5. The LUMO energy (alpha / beta) comes out at 2.35 / 2.26 eV.

***

# 3
A molecular structure, C29H32IrN2O5P. Source: the OMol25 dataset; level of theory: ωB97M-V with the def2-TZVPD basis set.

```
70
Properties=species:S:1:pos:R:3:mulliken_charge:R:1
Ir -0.182 0.748 0.638 0.802
O -0.266 -3.831 7.182 -0.469
C -0.378 -3.880 5.848 0.527
O -0.444 -4.919 5.262 -0.506
C -0.389 -2.572 5.098 0.536
C 0.358 -1.468 5.490 -1.053
C 0.397 -0.336 4.689 -0.172
C -0.330 -0.310 3.508 -0.404
C -1.090 -1.401 3.117 -0.246
C -1.112 -2.530 3.908 -0.978
N -0.252 0.854 2.662 0.015
C -0.275 2.022 3.188 -0.501
C 0.039 3.168 2.338 0.701
C 0.046 4.477 2.770 -0.952
C 0.423 5.468 1.869 -0.370
C 0.774 5.108 0.582 -0.947
C 0.733 3.767 0.218 -0.269
N 0.375 2.817 1.078 -0.026
H -0.354 -2.936 7.529 0.346
H 0.960 -1.497 6.389 0.408
H 1.044 0.490 4.960 0.593
H -1.663 -1.367 2.202 0.780
H -1.678 -3.402 3.610 0.512
H -0.487 2.133 4.247 0.673
H -0.233 4.718 3.787 0.532
H 0.442 6.505 2.175 0.475
H 1.078 5.849 -0.144 0.461
H 0.988 3.445 -0.783 0.609
C 3.863 2.351 -0.719 -1.357
C 3.478 1.518 0.479 -0.030
O 2.951 0.253 0.017 -0.170
P 1.643 -0.493 0.497 -0.238
O 1.896 -1.149 1.893 0.362
C 2.900 -2.185 2.175 -0.360
C 4.275 -1.595 2.362 -1.132
O 1.641 -1.690 -0.505 -0.278
C 1.989 -1.648 -1.924 -0.376
C 1.147 -0.669 -2.705 -0.679
H 4.300 3.295 -0.395 0.429
H 3.000 2.561 -1.354 0.211
H 4.602 1.824 -1.321 0.385
H 2.739 2.008 1.113 0.193
H 4.352 1.289 1.088 0.331
H 2.869 -2.915 1.368 0.295
H 2.534 -2.650 3.087 0.353
H 4.676 -1.202 1.428 0.200
H 4.949 -2.377 2.713 0.473
H 4.259 -0.805 3.113 0.281
H 1.821 -2.668 -2.260 0.410
H 3.049 -1.416 -1.991 0.282
H 0.084 -0.895 -2.616 0.162
H 1.421 -0.740 -3.758 0.490
H 1.330 0.361 -2.385 0.094
C -2.784 -4.453 -0.845 -0.696
C -1.605 -4.255 -0.103 -1.213
C -1.115 -2.991 0.105 0.045
C -1.784 -1.869 -0.428 1.971
C -1.344 -0.530 -0.223 0.243
C -2.115 0.527 -0.708 -0.716
C -3.285 0.338 -1.473 -1.528
C -3.694 -0.946 -1.684 -0.701
C -2.977 -2.067 -1.163 0.561
C -3.457 -3.377 -1.361 -0.891
H -3.159 -5.455 -0.999 0.454
H -1.081 -5.107 0.309 0.506
H -0.213 -2.856 0.684 0.679
H -1.807 1.584 -0.552 0.473
H -3.839 1.180 -1.860 0.497
H -4.604 -1.134 -2.241 0.453
H -4.371 -3.516 -1.925 0.453
```

For the gap between HOMO and LUMO, the calculation gives 0.2388 hartree. As for the net charge: +2. Its HOMO energy is -13.9 eV. The LUMO energy comes out at -7.35 eV.

***

# 4
A molecular structure, C29H32MoN2P2S3. Source: the OMol25 dataset; level of theory: ωB97M-V with the def2-TZVPD basis set.

```
69
Properties=species:S:1:pos:R:3:mulliken_charge:R:1
Mo -1.721 -1.590 1.613 -1.035
N -0.570 -2.818 3.045 -0.449
C 0.435 -3.732 2.482 -0.394
C -0.204 -4.808 1.610 -0.951
C -0.668 -4.301 0.249 -0.366
N -1.874 -3.470 0.367 -0.423
H -0.104 -2.209 3.721 0.311
H -1.224 -3.383 3.596 0.338
H 0.998 -4.214 3.290 0.479
H 1.138 -3.144 1.880 0.242
H -1.044 -5.266 2.143 0.332
H 0.541 -5.587 1.443 0.398
H -0.863 -5.163 -0.398 0.460
H 0.125 -3.698 -0.212 0.237
H -2.615 -4.052 0.769 0.405
H -2.199 -3.249 -0.575 0.179
S -5.475 -0.697 4.166 -0.056
C -4.115 -1.184 3.391 0.196
S -3.971 -2.507 2.309 -0.172
S -2.585 -0.366 3.545 -0.044
C 1.441 -0.445 -0.948 -0.967
P -0.148 -0.751 -0.089 1.591
C -1.557 -0.541 -1.194 1.213
C -2.765 -0.626 -0.474 0.100
C -3.972 -0.728 -1.139 -0.697
C -3.974 -0.798 -2.531 -0.818
C -2.784 -0.775 -3.240 -0.725
C -1.569 -0.681 -2.577 -1.116
C -0.287 0.465 1.260 0.747
C 0.525 0.129 2.362 0.084
C 0.580 0.957 3.472 -1.047
C -0.177 2.115 3.503 -0.750
C -0.995 2.448 2.427 -1.266
C -1.065 1.633 1.314 -1.021
P 1.232 0.941 -2.242 0.050
C 2.953 1.294 -2.715 0.777
C 3.152 2.550 -3.302 -0.491
C 4.389 2.893 -3.806 -0.703
C 5.435 1.982 -3.752 -0.531
C 5.237 0.730 -3.186 -0.698
C 3.998 0.374 -2.685 -0.382
C 0.878 2.375 -1.160 0.634
C -0.273 3.114 -1.421 -0.447
C -0.543 4.255 -0.686 -0.595
C 0.331 4.655 0.310 -0.581
C 1.477 3.920 0.571 -0.815
C 1.761 2.786 -0.165 -0.328
H 1.721 -1.362 -1.480 0.712
H 2.201 -0.208 -0.195 0.839
H -2.768 -0.464 0.643 0.197
H -4.905 -0.775 -0.592 0.540
H -4.911 -0.898 -3.056 0.460
H -2.790 -0.859 -4.316 0.495
H -0.641 -0.727 -3.130 0.526
H 1.207 -0.713 2.279 0.669
H 1.220 0.705 4.303 0.510
H -0.131 2.766 4.362 0.537
H -1.587 3.351 2.466 0.614
H -1.683 1.916 0.470 0.698
H 2.330 3.250 -3.358 0.381
H 4.539 3.861 -4.255 0.414
H 6.399 2.240 -4.161 0.405
H 6.051 0.022 -3.152 0.407
H 3.856 -0.614 -2.271 0.317
H -0.939 2.800 -2.214 0.444
H -1.426 4.836 -0.902 0.456
H 0.127 5.551 0.875 0.493
H 2.167 4.247 1.334 0.518
H 2.678 2.240 0.011 0.464
```

For the gap between HOMO and LUMO (alpha / beta), the calculation gives 0.2069 / 0.2041 hartree. As for the net charge: +2. Its HOMO energy (alpha / beta) is -13.2 / -13.2 eV. The spin multiplicity is 3. The LUMO energy (alpha / beta) comes out at -7.55 / -7.62 eV.

***

# 5
A molecular structure, C29H32N2O8TeV. Source: the OMol25 dataset; level of theory: ωB97M-V with the def2-TZVPD basis set.

```
73
Properties=species:S:1:pos:R:3:mulliken_charge:R:1
V -0.113 1.690 2.180 0.568
O 2.884 4.059 1.122 -0.571
C 1.759 3.711 1.760 0.639
O 1.251 2.431 1.345 -0.003
C 1.971 3.616 3.257 -0.990
O 0.848 2.859 3.732 -0.545
C -0.089 3.479 4.631 -0.257
C -1.457 2.984 4.201 0.282
O -2.484 3.541 4.412 -0.498
O -1.358 1.839 3.473 -0.513
H 2.684 4.269 0.195 0.440
H 2.885 3.064 3.465 0.428
H 2.007 4.604 3.710 0.509
H 0.124 3.172 5.655 0.391
H -0.052 4.564 4.549 0.389
N -1.692 3.079 1.122 -0.370
C -1.434 4.422 0.521 -0.718
C 0.061 4.525 0.350 0.751
O 0.673 4.421 -0.670 -0.530
O 0.663 4.596 1.578 -0.357
H -2.050 2.455 0.404 0.067
H -2.437 3.146 1.812 0.362
H -1.780 5.198 1.201 0.388
H -1.929 4.534 -0.440 0.428
C -3.135 -4.112 -4.184 -1.666
C -2.385 -3.090 -3.385 0.374
C -1.133 -3.373 -2.852 -0.967
C -0.396 -2.443 -2.130 0.870
C 0.932 -2.875 -1.569 -1.538
C -0.964 -1.171 -1.965 0.668
Te -0.023 0.445 -1.037 1.202
N -0.632 0.294 0.878 0.213
C -0.269 -0.651 1.797 0.920
O 0.311 -0.120 2.809 -0.579
C -0.570 -2.057 1.727 0.417
C 0.198 -2.950 2.488 -0.338
C -0.067 -4.302 2.416 -0.875
C -1.110 -4.760 1.615 -0.477
C -1.895 -3.873 0.885 -0.814
C -1.623 -2.520 0.931 -0.121
C 2.005 -0.074 -0.940 1.146
C 2.613 -0.465 0.242 -0.340
C 3.975 -0.720 0.239 -1.152
C 4.702 -0.565 -0.933 -0.902
C 4.077 -0.144 -2.098 -0.850
C 2.710 0.116 -2.132 0.482
C 2.051 0.587 -3.402 -1.648
C -2.241 -0.848 -2.466 0.788
C -2.908 0.489 -2.242 -1.849
C -2.929 -1.826 -3.164 -0.967
H -2.747 -5.115 -4.018 0.402
H -3.044 -3.890 -5.249 0.335
H -4.197 -4.100 -3.940 0.412
H -0.712 -4.362 -2.994 0.453
H 1.765 -2.522 -2.180 0.325
H 0.982 -3.961 -1.547 0.538
H 1.086 -2.516 -0.552 0.067
H 0.999 -2.574 3.111 0.539
H 0.526 -5.002 2.987 0.466
H -1.322 -5.820 1.572 0.462
H -2.719 -4.240 0.289 0.507
H -2.244 -1.818 0.391 0.673
H 2.057 -0.570 1.166 0.442
H 4.466 -1.034 1.150 0.523
H 5.765 -0.763 -0.939 0.434
H 4.657 -0.010 -3.002 0.476
H 2.777 0.666 -4.208 0.480
H 1.609 1.583 -3.282 0.350
H 1.274 -0.103 -3.742 0.315
H -2.995 0.722 -1.175 0.226
H -3.920 0.475 -2.641 0.483
H -2.379 1.305 -2.740 0.349
H -3.917 -1.600 -3.547 0.454
```

For the gap between HOMO and LUMO (alpha / beta), the calculation gives 0.2694 / 0.2873 hartree. As for the net charge: +2. Its HOMO energy (alpha / beta) is -14.5 / -14.5 eV. The spin multiplicity is 2. The LUMO energy (alpha / beta) comes out at -7.20 / -6.71 eV.

***

# 6
A molecular structure, C29H33AuIN4O4SSb2. Source: the OMol25 dataset; level of theory: ωB97M-V with the def2-TZVPD basis set.

```
75
Properties=species:S:1:pos:R:3:mulliken_charge:R:1
Au -0.313 0.917 -1.413 0.839
N 5.934 -0.178 3.196 -0.560
C 5.339 -0.104 1.945 1.029
C 5.610 0.946 1.116 -0.749
C 4.907 1.123 -0.107 -0.554
C 3.954 0.168 -0.517 -0.284
C 3.844 -1.010 0.279 -0.089
C 4.501 -1.104 1.526 -0.869
S 3.105 0.423 -2.027 0.888
O 2.432 -0.833 -2.389 -0.537
O 3.893 1.122 -2.970 -0.635
N 1.811 1.331 -1.500 -0.295
C 1.680 2.663 -1.603 0.536
N 2.676 3.579 -1.695 -0.411
C 2.272 4.796 -1.969 -0.165
C 0.956 5.211 -2.093 -0.730
C -0.022 4.233 -1.785 -0.085
N 0.386 3.006 -1.511 -0.220
H 6.341 0.672 3.439 0.195
H 5.518 -0.627 3.997 0.224
H 6.369 1.675 1.358 0.345
H 5.043 2.061 -0.614 0.432
H 3.233 -1.815 -0.180 0.404
H 4.383 -1.963 2.155 0.506
H 3.080 5.535 -2.071 0.413
H 0.736 6.252 -2.397 0.368
H -1.132 4.433 -1.724 0.368
C -4.120 2.236 -1.741 -1.349
Sb -2.852 0.586 -1.713 0.845
C -2.968 -0.520 -3.583 -1.110
C -3.480 -0.769 -0.252 -0.893
C -3.869 -0.011 1.029 0.121
C -5.069 0.752 1.056 -0.276
C -5.540 1.333 2.231 -0.884
C -4.749 1.182 3.418 -0.565
C -3.547 0.534 3.382 -0.614
C -3.122 -0.037 2.200 0.770
C -1.853 -0.850 2.329 -1.562
Sb -0.145 0.173 1.508 1.425
C 1.243 -0.251 2.998 -1.465
C -0.807 2.337 1.991 -1.050
H -3.967 2.791 -0.775 0.373
H -5.176 2.020 -1.843 0.403
H -3.838 2.988 -2.468 0.452
H -2.560 -1.508 -3.482 0.296
H -2.435 -0.067 -4.381 0.434
H -4.054 -0.630 -3.873 0.360
H -2.758 -1.569 -0.025 0.161
H -4.474 -1.259 -0.495 0.597
H -5.715 0.821 0.130 0.319
H -6.446 1.938 2.224 0.425
H -5.121 1.705 4.252 0.422
H -2.995 0.376 4.271 0.481
H -1.843 -1.913 1.892 0.409
H -1.583 -1.170 3.339 0.876
H 1.801 -1.205 2.984 0.344
H 0.686 -0.201 3.928 0.551
H 1.998 0.519 2.954 0.418
H -0.318 2.774 2.865 0.437
H -1.877 2.333 2.195 0.280
H -0.682 2.993 1.152 0.247
I 0.727 -8.106 -2.425 0.135
C 0.546 -6.100 -1.923 -0.006
C 0.676 -5.085 -2.950 -0.740
C 0.624 -3.747 -2.572 -0.335
C 0.306 -3.483 -1.223 0.413
C 0.339 -4.436 -0.208 -0.320
C 0.488 -5.787 -0.539 -0.686
C -0.074 -2.106 -0.815 0.210
O -0.004 -1.839 0.417 -0.697
O -0.503 -1.248 -1.634 -0.663
H 0.774 -5.325 -3.966 0.471
H 0.861 -2.944 -3.277 0.484
H 0.355 -4.076 0.823 0.377
H 0.586 -6.660 0.149 0.313
```

For the gap between HOMO and LUMO (alpha / beta), the calculation gives 0.3014 / 0.2058 hartree. As for the net charge: +1. Its HOMO energy (alpha / beta) is -10.4 / -10.5 eV. The spin multiplicity is 3. The LUMO energy (alpha / beta) comes out at -2.23 / -4.87 eV.